No. 1
Computed, not measured: the molecule C3H6N2O2 at a distorted geometry, with ωB97M-V/def2-TZVPD.

Bonds (Å) are listed after each position.
Atoms and positions in Å:
1 C 1.26 -2.51 0.45  N2 1.313, H8 1.040, H9 1.098
2 N 0.52 -1.43 0.43  C1 1.313, N3 1.436
3 N 0.16 -0.86 -0.84  N2 1.436, C4 1.472, H10 0.991
4 C 0.37 0.60 -0.87  N3 1.472, C5 1.516, H11 1.137, H12 1.084
5 C -0.64 1.33 0.00  C4 1.516, O6 1.193, O7 1.345
6 O -1.12 2.37 -0.32  C5 1.193
7 O -0.81 0.78 1.22  C5 1.345, H13 0.933
8 H 1.46 -2.94 1.37  C1 1.040
9 H 1.60 -3.11 -0.41  C1 1.098
10 H 0.46 -1.32 -1.66  N3 0.991
11 H 0.22 0.86 -1.96  C4 1.137
12 H 1.33 0.82 -0.43  C4 1.084
13 H -0.30 0.00 1.31  O7 0.933

Summary:
* E_tot: -377.85271 Eh
* SMILES: C=NNCC(=O)O
* HOMO level: -9.4709 eV



No. 2
Computed, not measured: the molecule C3H6N2O2 at a distorted geometry, with ωB97M-V/def2-TZVPD.

Bonds (Å) are listed after each position.
Atoms and positions in Å:
1 C 0.02 -0.43 0.02  C2 1.477, N3 1.369, C4 1.511
2 C 1.09 -1.36 0.45  C1 1.477, H11 1.086, H12 1.096, H13 1.095
3 N -1.09 -0.98 -0.56  C1 1.369, O6 1.344, H8 1.024
4 C 0.12 1.03 0.39  C1 1.511, N5 1.351, O7 1.225
5 N -0.53 1.96 -0.33  C4 1.351, H9 1.008, H10 1.007
6 O -1.07 -0.25 -1.68  N3 1.344
7 O 0.76 1.30 1.40  C4 1.225
8 H -1.97 -1.08 -0.05  N3 1.024
9 H -0.91 1.74 -1.24  N5 1.008
10 H -0.50 2.91 0.00  N5 1.007
11 H 1.78 -0.90 1.16  C2 1.086
12 H 1.65 -1.68 -0.44  C2 1.096
13 H 0.65 -2.26 0.88  C2 1.095

Summary:
* E_tot: -377.77801 Eh
* HOMO level (spin up / spin down): -9.4197 / -8.5520 eV



No. 3
Computed, not measured: the molecule C3H6N2O2 at a distorted geometry, with ωB97M-V/def2-TZVPD.

Bonds (Å) are listed after each position.
Atoms and positions in Å:
1 C 2.47 -0.04 0.14  C2 1.593, H8 1.014, H9 1.053, H10 1.044
2 C 0.90 -0.18 -0.03  C1 1.593, N3 1.291, N7 1.394
3 N 0.17 -1.24 -0.17  C2 1.291, O4 1.418
4 O -1.24 -1.14 -0.18  N3 1.418, C5 1.422
5 C -1.67 0.11 0.36  O4 1.422, O6 1.333, H11 1.119, H12 1.039
6 O -1.10 1.18 -0.19  C5 1.333, N7 1.495
7 N 0.38 1.12 -0.02  C2 1.394, O6 1.495, H13 0.941
8 H 3.02 0.43 -0.58  C1 1.014
9 H 2.70 0.23 1.13  C1 1.053
10 H 2.53 -1.08 0.20  C1 1.044
11 H -1.77 -0.07 1.46  C5 1.119
12 H -2.64 0.15 0.01  C5 1.039
13 H 0.84 1.56 -0.71  N7 0.941

Summary:
* E_tot: -377.71773 Eh
* SMILES: CC1=NOCON1
* HOMO level: -8.9586 eV



No. 4
Computed, not measured: the molecule C3H6N2O2 at a distorted geometry, with ωB97M-V/def2-TZVPD.

Bonds (Å) are listed after each position.
Atoms and positions in Å:
1 H 0.32 3.18 0.83  N2 0.984
2 N -0.29 2.54 0.40  H1 0.984, C3 1.272
3 C 0.31 1.43 0.24  N2 1.272, N4 1.384, H9 1.240
4 N -0.23 0.18 -0.03  C3 1.384, C5 1.450, O6 1.380
5 C -1.65 0.08 0.20  N4 1.450, H10 1.296, H11 1.065, H12 1.207
6 O 0.50 -0.81 0.60  N4 1.380, C7 1.245
7 C 0.83 -1.69 -0.21  O6 1.245, O8 1.263, H13 1.148
8 O 0.64 -1.69 -1.45  C7 1.263
9 H 1.34 1.03 0.80  C3 1.240
10 H -1.96 1.34 0.10  C5 1.296
11 H -1.87 -0.72 -0.47  C5 1.065
12 H -1.86 -0.42 1.28  C5 1.207
13 H 1.61 -2.39 0.25  C7 1.148

Summary:
* E_tot: -377.74257 Eh
* SMILES: [H]/N=C/N(C)OC=O
* HOMO level: -9.6849 eV



No. 5
Computed, not measured: the molecule C3H6N2O2 at a distorted geometry, with ωB97M-V/def2-TZVPD.

Bonds (Å) are listed after each position.
Atoms and positions in Å:
1 H 0.78 -1.56 1.08  N2 0.998
2 N 0.34 -1.30 0.22  H1 0.998, C3 1.269
3 C -0.42 -0.29 0.26  N2 1.269, N4 1.454, O7 1.332
4 N -1.65 -0.31 -0.52  C3 1.454, C5 1.438, H9 1.028
5 C -0.90 -0.53 -1.72  N4 1.438, O6 1.201, H10 1.097
6 O -0.46 -1.62 -1.98  C5 1.201
7 O -0.26 0.87 0.89  C3 1.332, C8 1.426
8 C 1.09 1.30 1.06  O7 1.426, H11 1.089, H12 1.096, H13 1.093
9 H -2.10 -1.20 -0.30  N4 1.028
10 H -0.67 0.38 -2.29  C5 1.097
11 H 1.02 2.37 1.21  C8 1.089
12 H 1.67 1.07 0.16  C8 1.096
13 H 1.57 0.83 1.92  C8 1.093

Summary:
* E_tot: -377.81841 Eh
* SMILES: [H]/N=C(/NC=O)OC
* HOMO level: -9.5449 eV



No. 6
Computed, not measured: the molecule C3H6N2O2, with ωB97M-V/def2-TZVPD.

Bonds (Å) are listed after each position.
Atoms and positions in Å:
1 H 1.19 1.51 -1.37  N2 1.008
2 N 0.96 0.72 -0.79  H1 1.008, C3 1.264
3 C 1.71 0.52 0.21  N2 1.264, O4 1.339, H9 1.088
4 O 1.30 -0.29 1.19  C3 1.339, C5 1.445
5 C -0.01 -0.81 0.88  O4 1.445, C6 1.523, H10 1.091, H11 1.094
6 C -0.93 0.19 0.20  C5 1.523, N7 1.394, O8 1.214
7 N -1.67 -0.47 -0.78  C6 1.394, H12 1.005, H13 1.014
8 O -1.23 1.27 0.67  C6 1.214
9 H 2.70 0.93 0.37  C3 1.088
10 H 0.13 -1.69 0.24  C5 1.091
11 H -0.54 -1.09 1.80  C5 1.094
12 H -2.48 0.06 -1.05  N7 1.005
13 H -1.14 -0.83 -1.57  N7 1.014

Summary:
* E_tot: -377.88783 Eh
* SMILES: [H]/N=C/OCC(N)=O
* HOMO level: -9.6097 eV



No. 7
Computed, not measured: the molecule C3H6N2O2 at a distorted geometry, with ωB97M-V/def2-TZVPD.

Bonds (Å) are listed after each position.
Atoms and positions in Å:
1 H -1.55 -0.20 2.80  N2 1.010
2 N -1.44 -0.01 1.81  H1 1.010, C3 1.262
3 C -0.32 0.54 1.59  N2 1.262, O4 1.434, H9 1.087
4 O -0.08 1.39 0.47  C3 1.434, C5 1.406
5 C -0.43 0.73 -0.73  O4 1.406, C6 1.531, H10 1.095, H11 1.102
6 C 0.46 -0.51 -0.61  C5 1.531, N7 1.337, O8 1.222
7 N 1.06 -1.04 -1.68  C6 1.337, H12 1.010, H13 1.002
8 O 0.73 -0.97 0.49  C6 1.222
9 H 0.52 0.63 2.27  C3 1.087
10 H -1.50 0.52 -0.72  C5 1.095
11 H -0.21 1.31 -1.64  C5 1.102
12 H 1.76 -1.73 -1.44  N7 1.010
13 H 1.01 -0.64 -2.60  N7 1.002

Summary:
* E_tot: -377.87251 Eh
* SMILES: [H]/N=C/OCC(N)=O
* HOMO level: -9.2374 eV



No. 8
Computed, not measured: the molecule C3H6N2O2 at a distorted geometry, with ωB97M-V/def2-TZVPD.

Bonds (Å) are listed after each position.
Atoms and positions in Å:
1 H 1.48 0.28 -2.24  N2 1.015
2 N 0.96 0.11 -1.38  H1 1.015, C3 1.267
3 C 1.68 0.35 -0.37  N2 1.267, O4 1.327, H9 1.092
4 O 1.30 0.18 0.89  C3 1.327, C5 1.431
5 C 0.03 -0.38 1.23  O4 1.431, C6 1.531, H10 1.097, H11 1.106
6 C -1.05 -0.71 0.20  C5 1.531, N7 1.412, O8 1.207
7 N -1.58 0.53 -0.22  C6 1.412, H12 1.006, H13 1.014
8 O -1.61 -1.78 0.11  C6 1.207
9 H 2.70 0.74 -0.36  C3 1.092
10 H 0.24 -1.22 1.91  C5 1.097
11 H -0.59 0.47 1.59  C5 1.106
12 H -2.56 0.49 -0.44  N7 1.006
13 H -0.99 0.95 -0.93  N7 1.014

Summary:
* E_tot: -377.87066 Eh
* SMILES: [H]/N=C/OCC(N)=O
* HOMO level: -9.7079 eV



No. 9
Computed, not measured: the molecule C3H6N2O2 at a distorted geometry, with ωB97M-V/def2-TZVPD.

Bonds (Å) are listed after each position.
Atoms and positions in Å:
1 C -1.72 0.95 -0.40  N2 1.244, H8 1.082, H9 1.153
2 N -0.64 1.53 -0.61  C1 1.244, C3 1.572
3 C 0.58 1.09 0.28  N2 1.572, C4 1.474, H10 1.092, H11 1.090
4 C 0.71 -0.38 0.27  C3 1.474, O5 1.371, N6 1.281
5 O 1.42 -0.98 -0.74  C4 1.371, H12 0.962
6 N -0.12 -1.05 0.98  C4 1.281, O7 1.377
7 O -0.10 -2.42 0.88  N6 1.377, H13 0.973
8 H -2.58 1.18 -1.01  C1 1.082
9 H -1.73 0.07 0.34  C1 1.153
10 H 1.46 1.60 -0.14  C3 1.092
11 H 0.37 1.43 1.29  C3 1.090
12 H 1.84 -0.32 -1.30  O5 0.962
13 H 0.50 -2.69 0.17  O7 0.973

Summary:
* E_tot: -377.80054 Eh
* SMILES: C=NC/C(O)=N/O
* HOMO level: -9.3505 eV



No. 10
Computed, not measured: the molecule C3H6N2O2 at a distorted geometry, with ωB97M-V/def2-TZVPD.

Bonds (Å) are listed after each position.
Atoms and positions in Å:
1 O 1.69 0.27 1.08  C2 1.376, H8 0.951
2 C 0.71 0.06 0.14  O1 1.376, O3 1.410, C4 1.494, N7 1.436
3 O 1.26 0.10 -1.16  C2 1.410, H9 0.948
4 C -0.25 1.21 0.09  C2 1.494, C5 1.333, H10 1.113
5 C -1.47 0.73 -0.13  C4 1.333, N6 1.395, H11 1.075
6 N -1.60 -0.65 -0.29  C5 1.395, N7 1.755, H12 1.057
7 N -0.07 -1.10 0.46  C2 1.436, N6 1.755, H13 0.992
8 H 2.24 -0.48 1.28  O1 0.951
9 H 1.60 -0.77 -1.30  O3 0.948
10 H 0.09 2.27 0.08  C4 1.113
11 H -2.17 1.49 -0.39  C5 1.075
12 H -2.15 -1.31 0.33  N6 1.057
13 H 0.10 -1.82 -0.20  N7 0.992

Summary:
* E_tot: -377.79868 Eh
* SMILES: OC1(O)C=CNN1
* HOMO level: -8.7879 eV



No. 11
Computed, not measured: the ion C3H6N2O2 with charge +1 at a distorted geometry, with ωB97M-V/def2-TZVPD.

Bonds (Å) are listed after each position.
Atoms and positions in Å:
1 C 0.84 -1.10 -1.68  N2 1.355, O7 1.208, H8 1.108
2 N 0.99 0.04 -0.97  C1 1.355, C3 1.447, H9 1.026
3 C 0.65 0.05 0.44  N2 1.447, C4 1.533, H10 1.093, H11 1.091
4 C -0.58 0.93 0.69  C3 1.533, N5 1.351, O6 1.208
5 N -1.41 0.57 1.69  C4 1.351, H12 1.006, H13 1.013
6 O -0.77 1.80 -0.13  C4 1.208
7 O 1.15 -1.34 -2.83  C1 1.208
8 H 0.14 -1.78 -1.15  C1 1.108
9 H 0.87 0.94 -1.45  N2 1.026
10 H 0.29 -0.93 0.74  C3 1.093
11 H 1.55 0.35 0.99  C3 1.091
12 H -2.37 0.86 1.65  N5 1.006
13 H -1.35 -0.39 2.00  N5 1.013

Summary:
* expectation value of S²: 0.778
* E_tot: -377.55437 Eh
* HOMO level (spin up / spin down): -15.5775 / -15.1543 eV
* 2S+1: 2
* total charge: +1



No. 12
Computed, not measured: the molecule C3H6N2O2S at a distorted geometry, with ωB97M-V/def2-TZVPD.

Bonds (Å) are listed after each position.
Atoms and positions in Å:
1 H 1.07 0.09 2.30  N2 1.060
2 N 0.91 0.25 1.27  H1 1.060, C3 1.276
3 C -0.20 -0.12 0.77  N2 1.276, N4 1.374, O6 1.321
4 N -1.11 -0.99 1.32  C3 1.374, S5 1.714, H10 0.975
5 S -2.74 -0.99 0.79  N4 1.714, H11 1.403
6 O -0.55 0.22 -0.46  C3 1.321, C7 1.445
7 C 0.33 1.14 -1.15  O6 1.445, C8 1.509, H12 1.121, H13 1.100
8 C 1.56 0.36 -1.51  C7 1.509, O9 1.203, H14 1.118
9 O 2.50 0.90 -2.03  C8 1.203
10 H -0.89 -1.25 2.23  N4 0.975
11 H -2.75 -2.23 0.15  S5 1.403
12 H 0.44 2.00 -0.43  C7 1.121
13 H -0.23 1.31 -2.08  C7 1.100
14 H 1.66 -0.70 -1.15  C8 1.118

Summary:
* E_tot: -776.04316 Eh
* SMILES: [H]/N=C(\NS)OCC=O
* HOMO level: -9.6097 eV



Table of energy above the lowest of the compared OMol25 structures with the same formula, charge and spin (kcal per mole), in record order: 66.9 113.8 151.6 136.0 88.4 44.9 54.5 55.6 99.6 100.8 22.4 60.9